DFT (wB97M-V/def2-TZVPD) results for an isolated ion of composition C16H23FN3O4 and charge +1.

Calculated values
**Energy**: -1188.208118 Ha
**Structure (SMILES)**: C#CCCCc1n[n+](COCOCCO)cc(N(C)C(C)=O)c1F
**Maximum force**: 0.93 eV/A
**E_HOMO**: -12.9815 eV

```
! wB97M-V def2-TZVPD RIJCOSX def2/J DEFGRID3
* xyz 1 1
C -3.349 1.822 -2.888
C -2.272 2.356 -2.967
C -0.961 2.995 -3.105
C -0.047 2.251 -4.107
C 1.223 1.659 -3.465
C 0.949 1.014 -2.143
N 1.581 1.461 -1.078
N 1.312 0.903 0.086
C 2.065 1.480 1.245
O 2.330 0.464 2.127
C 1.965 0.704 3.511
O 1.834 -0.495 4.136
C 0.575 -1.146 4.000
C -0.092 -1.361 5.350
O -1.480 -1.107 5.132
C 0.445 -0.073 0.274
C -0.242 -0.621 -0.801
N -1.156 -1.670 -0.585
C -2.521 -1.410 -1.094
C -0.704 -2.994 -0.839
C 0.773 -3.279 -0.875
O -1.518 -3.855 -1.018
C 0.042 -0.052 -2.017
F -0.502 -0.525 -3.094
H -4.306 1.356 -2.881
H -1.122 4.019 -3.441
H -0.498 3.079 -2.120
H 0.276 2.956 -4.869
H -0.598 1.479 -4.635
H 1.668 0.912 -4.123
H 1.966 2.437 -3.303
H 2.964 1.914 0.813
H 1.455 2.279 1.671
H 1.037 1.291 3.534
H 2.767 1.265 3.987
H 0.736 -2.095 3.490
H -0.120 -0.559 3.393
H 0.321 -0.673 6.088
H 0.046 -2.388 5.688
H -1.947 -1.185 5.968
H 0.301 -0.446 1.276
H -2.662 -1.839 -2.083
H -3.243 -1.863 -0.423
H -2.696 -0.338 -1.121
H 1.036 -3.489 -1.910
H 1.412 -2.477 -0.516
H 0.958 -4.160 -0.268
*
```



DFT (wB97M-V/def2-TZVPD) results for C16H23FeI2IrNO3S3 as an isolated structure in a non-equilibrium geometry.

Calculated values
**Energy**: -4060.198969 Ha
**Maximum force**: 10.44 eV/A
**E_HOMO (spin up / spin down)**: -20.7764 / -22.0457 eV

```
! wB97M-V def2-TZVPD RIJCOSX def2/J DEFGRID3
* xyz 4 10
I 0.619 -2.104 0.913
I 0.163 1.070 -4.524
Fe -0.181 0.625 -2.197
Ir 0.848 0.683 0.344
S 1.298 -0.836 -1.571
S -1.600 -0.575 -1.198
C 2.128 1.024 1.699
C 3.166 -1.033 -1.939
C -3.373 -0.070 -1.277
C 3.295 -0.842 -3.439
C 4.001 -0.044 -1.159
C 3.494 -2.473 -1.543
C -3.826 -0.410 -2.697
C -3.594 1.397 -0.963
C -4.057 -0.965 -0.241
C 1.446 2.308 -0.505
C -0.743 2.318 -1.866
O 2.940 1.345 2.465
O 1.964 3.246 -0.958
O -1.067 3.429 -2.069
H 2.901 0.125 -3.757
H 2.747 -1.621 -3.976
H 4.352 -0.904 -3.723
H 3.720 0.981 -1.411
H 5.058 -0.208 -1.411
H 3.868 -0.198 -0.085
H 3.259 -2.664 -0.494
H 4.561 -2.671 -1.699
H 2.929 -3.180 -2.159
H -4.902 -0.209 -2.788
H -3.634 -1.471 -2.903
H -3.273 0.191 -3.432
H -4.681 1.562 -0.933
H -3.144 2.034 -1.733
H -3.171 1.649 0.014
H -5.130 -0.746 -0.231
H -3.638 -0.792 0.755
H -3.903 -2.018 -0.500
S -1.190 0.773 1.559
C -0.754 0.520 3.210
N -1.148 -0.662 3.756
C -0.770 -1.067 5.000
C -0.012 -0.208 5.769
C 0.351 1.046 5.273
C -0.050 1.427 3.993
H -1.644 -1.324 3.152
H -1.078 -2.059 5.300
H 0.291 -0.516 6.773
H 0.967 1.730 5.861
H 0.198 2.387 3.539
*
```



DFT (wB97M-V/def2-TZVPD) results for one molecule with the formula C16H23N3O3.

Calculated values
**Energy**: -1013.478321 Ha
**Structure (SMILES)**: CCOC(CNC(=O)Cn1nc(C)c2ccccc21)OCC
**Maximum force**: 0.67 eV/A
**E_HOMO**: -8.0576 eV

```
! wB97M-V def2-TZVPD RIJCOSX def2/J DEFGRID3
* xyz 0 1
C 0.129 -4.130 4.681
C 0.948 -3.621 3.499
O 0.155 -3.395 2.340
C -0.468 -2.147 2.287
C -1.510 -2.218 1.147
N -1.992 -0.898 0.822
C -1.674 -0.293 -0.345
O -1.171 -0.868 -1.283
C -2.044 1.198 -0.404
N -1.065 1.915 -1.162
N 0.001 2.449 -0.537
C 0.813 2.927 -1.450
C 2.088 3.605 -1.100
C 0.279 2.690 -2.749
C 0.676 2.970 -4.058
C -0.144 2.564 -5.082
C -1.346 1.886 -4.833
C -1.765 1.599 -3.555
C -0.940 2.009 -2.511
O 0.421 -1.078 2.153
C 1.343 -1.139 1.064
C 2.086 0.185 1.017
H -0.583 -3.378 5.014
H -0.417 -5.025 4.394
H 0.793 -4.368 5.507
H 1.677 -4.378 3.197
H 1.480 -2.701 3.769
H -0.990 -1.920 3.234
H -1.052 -2.641 0.252
H -2.332 -2.865 1.464
H -2.284 -0.331 1.603
H -2.074 1.632 0.598
H -3.023 1.301 -0.883
H 2.094 4.623 -1.488
H 2.929 3.069 -1.538
H 2.204 3.631 -0.020
H 1.603 3.490 -4.251
H 0.137 2.764 -6.106
H -1.954 1.581 -5.672
H -2.684 1.065 -3.371
H 2.039 -1.974 1.224
H 0.817 -1.308 0.120
H 2.564 0.380 1.974
H 1.393 0.995 0.799
H 2.843 0.149 0.239
*
```



DFT (wB97M-V/def2-TZVPD) results for C16H23N4O5Tc as an isolated structure in a non-equilibrium geometry.

Calculated values
**Energy**: -1298.538025 Ha
**Maximum force**: 2.05 eV/A
**E_HOMO (spin up / spin down)**: -19.0346 / -19.0078 eV

```
! wB97M-V def2-TZVPD RIJCOSX def2/J DEFGRID3
* xyz 3 2
Tc 0.367 -0.590 -0.096
O -3.431 1.808 -1.434
C -2.361 1.311 -0.899
O -1.645 0.440 -1.384
C -1.999 1.894 0.428
C -2.659 2.966 1.015
C -2.159 3.469 2.207
C -1.013 2.900 2.750
C -0.435 1.827 2.090
N -0.928 1.321 0.964
C 0.817 1.118 2.472
O 1.513 1.410 3.516
O 1.218 0.210 1.735
H -3.636 1.449 -2.317
H -3.530 3.398 0.540
H -2.640 4.305 2.698
H -0.595 3.304 3.664
H 1.174 2.129 4.073
C 3.380 -3.902 1.857
C 2.047 -3.828 2.244
C 1.220 -2.926 1.615
N 1.644 -2.109 0.627
C 2.943 -2.164 0.276
C 3.826 -3.049 0.859
H 4.054 -4.603 2.332
H 1.649 -4.455 3.029
H 0.190 -2.824 1.941
H 3.265 -1.484 -0.497
H 4.855 -3.060 0.528
N -1.104 -2.094 -0.283
N -0.465 -1.849 -1.529
H -0.869 -3.022 0.073
H -2.118 -1.993 -0.327
H -1.085 -1.363 -2.178
H -0.007 -2.634 -1.990
C 3.375 0.898 -2.532
C 1.875 0.914 -2.313
C 1.364 2.256 -1.847
C 1.115 0.333 -3.485
O 1.704 -0.055 -1.141
H 3.613 1.551 -3.373
H 3.726 -0.103 -2.781
H 3.906 1.272 -1.657
H 1.549 2.997 -2.625
H 1.888 2.588 -0.950
H 0.287 2.241 -1.667
H 1.213 1.017 -4.329
H 0.046 0.248 -3.276
H 1.526 -0.626 -3.800
*
```



DFT (wB97M-V/def2-TZVPD) results for one molecule with the formula C16H23N5O3S in a non-equilibrium geometry.

Calculated values
**Energy**: -1521.274990 Ha
**Structure (SMILES)**: CCn1c(SCC(=O)N2CCCCC2)nc2c1c(=O)n(C)c(=O)n2C
**Maximum force**: 1.44 eV/A
**E_HOMO**: -7.9513 eV

```
! wB97M-V def2-TZVPD RIJCOSX def2/J DEFGRID3
* xyz 0 1
C -1.112 4.168 -0.238
C -0.183 3.190 0.475
N -0.824 1.916 0.675
C -0.981 0.920 -0.222
S -0.310 0.984 -1.819
C -0.434 -0.786 -2.237
C 0.626 -1.617 -1.525
O 0.294 -2.433 -0.688
N 1.916 -1.390 -1.847
C 2.416 -0.553 -2.913
C 3.004 -1.422 -4.027
C 4.108 -2.312 -3.461
C 3.563 -3.136 -2.298
C 2.948 -2.213 -1.246
N -1.680 -0.103 0.235
C -1.989 0.239 1.502
C -1.487 1.495 1.812
C -1.661 2.096 3.096
O -1.248 3.182 3.460
N -2.397 1.259 3.942
C -2.661 1.737 5.289
C -2.901 -0.006 3.665
O -3.508 -0.635 4.503
N -2.678 -0.507 2.400
C -3.139 -1.831 2.042
H -0.602 5.116 -0.383
H -2.003 4.341 0.361
H -1.405 3.775 -1.209
H 0.083 3.576 1.461
H 0.721 3.027 -0.120
H -0.366 -0.859 -3.321
H -1.411 -1.119 -1.888
H 1.634 0.096 -3.304
H 3.205 0.087 -2.499
H 3.396 -0.782 -4.819
H 2.214 -2.046 -4.451
H 4.496 -2.971 -4.240
H 4.932 -1.686 -3.110
H 4.358 -3.726 -1.842
H 2.795 -3.821 -2.660
H 2.487 -2.790 -0.443
H 3.717 -1.557 -0.825
H -2.224 2.729 5.376
H -2.216 1.060 6.017
H -3.736 1.776 5.462
H -4.050 -1.765 1.446
H -2.363 -2.323 1.458
H -3.344 -2.377 2.961
*
```